--- A ---
Here is 4 unconnected molecules or ions with the total composition C2H13NO3S from OMol25. Energies are from ωB97M-V/def2-TZVPD.

Results
HOMO-LUMO gap, eV: 9.10

The geometry in ORCA input format:
```
! wB97M-V def2-TZVPD RIJCOSX def2/J DEFGRID3
* xyz 0 1
S 1.39568 2.51110 -0.19931
H 2.65105 0.55096 -0.82767
H 1.31357 0.04203 3.34085
O -2.01543 -2.49165 1.76213
H -0.52796 -1.87466 -1.15546
H 0.33135 1.22088 3.27347
C 0.54917 -0.26421 -0.37335
H -0.33408 0.33501 0.11864
H -0.91162 0.83983 -1.94968
H -2.59245 -3.07030 2.25865
H -2.40980 0.96660 -2.33513
C 1.53832 0.90127 -1.02110
O 0.57987 0.40155 2.76350
H 0.08996 2.76089 -0.71984
H 0.90765 -1.47142 -1.91945
O -1.59277 1.44007 -2.18925
H -1.62069 -1.91088 2.40566
N 0.01635 -1.06768 -1.53247
H 1.21815 -0.86792 0.38261
H 1.41371 1.04852 -2.08280
*
```

--- B ---
Here is 4 unconnected molecules or ions with the total composition C2H13NO3S from OMol25. Energies are from ωB97M-V/def2-TZVPD.

Results
HOMO-LUMO gap, eV: 10.09

The geometry in ORCA input format:
```
! wB97M-V def2-TZVPD RIJCOSX def2/J DEFGRID3
* xyz 0 1
H 0.20960 2.77631 -1.25625
N 1.89286 -0.49035 0.23507
O 2.38136 -2.36979 2.36352
H -1.86794 2.25294 -1.71071
C 0.56840 -0.15326 -0.28583
H 1.56585 3.36212 -1.80585
H -0.18705 -1.78876 0.85982
O -1.57969 2.67716 -0.89053
S -2.19804 -0.76813 0.07926
H -1.63838 1.96602 -0.23603
H 3.24676 -2.64684 2.04398
H 2.43275 0.36298 0.34079
H -0.41127 -2.04693 -0.82559
H 0.27757 0.71872 0.30241
H -2.45161 -1.36211 1.25492
H 2.13900 -1.56400 1.86599
H 2.40400 -1.16612 -0.32499
H 0.60903 0.19363 -1.31121
C -0.42848 -1.26449 -0.06555
O 1.15646 2.59063 -1.41036
*
```

--- C ---
Here is 5 unconnected molecules or ions with the total composition C2H13NO3S from OMol25. Energies are from ωB97M-V/def2-TZVPD.

Results
HOMO-LUMO gap, eV: 4.99

The geometry in ORCA input format:
```
! wB97M-V def2-TZVPD RIJCOSX def2/J DEFGRID3
* xyz 0 1
H 2.45811 -2.14394 -0.13619
H -0.37035 2.74507 4.17667
O -1.04218 -1.65121 -0.95344
H -0.72265 -0.76970 0.66714
H -1.51949 1.30360 -1.93442
H 2.44342 -0.63186 0.03701
N -1.42190 0.76473 -1.08014
C -0.09290 0.80823 -0.61911
H 0.03355 1.76029 3.07625
H 0.52980 -1.77828 -3.22586
H 0.32391 1.80168 -0.62486
H -1.63292 -0.27577 -1.13517
H 0.27729 -2.21311 -2.67071
C -0.23526 0.24712 0.82700
O -0.67969 2.36249 3.34884
O 2.73277 -1.32895 -0.56784
S 1.16619 0.42685 1.77778
H -1.74041 -2.29437 -1.15182
H -1.07116 0.74736 1.36808
H 0.56386 0.11975 -1.17923
*
```

--- D ---
Here is 4 unconnected molecules or ions with the total composition C2H13NO3S from OMol25. Energies are from ωB97M-V/def2-TZVPD.

Results
HOMO-LUMO gap, eV: 9.80

The geometry in ORCA input format:
```
! wB97M-V def2-TZVPD RIJCOSX def2/J DEFGRID3
* xyz 0 1
O 0.06449 -0.95304 -3.60193
C -0.96743 0.02505 0.06744
C 0.09426 -1.07470 0.24426
H -0.47648 -1.93650 0.61884
H -1.10309 0.43493 1.05095
H 0.77207 -1.13068 -4.23309
H 1.79021 -1.34704 1.42888
O -1.88624 -2.93275 -1.43983
H -1.13570 -2.51144 -1.87120
H -0.46551 2.32926 -0.40380
N 1.12890 -0.62872 1.16908
H 1.63268 0.08792 0.64932
H 0.53152 -0.52610 -2.86418
H -1.86080 -0.45632 -0.27508
H 1.50112 3.84799 5.97395
S -0.44662 1.23795 -1.15389
H -2.56060 -3.07131 -2.11507
H 1.88408 2.39709 5.84471
H 0.47590 -1.43877 -0.72002
O 2.25781 3.28506 5.77544
*
```

Each structure's energy above the most stable one, in kcal/mol: A 25.5; B 0.0; C 156.9; D 8.7.

--- A ---
Here is a molecular structure, C3H3I3O from OMol25. Energies are from ωB97M-V/def2-TZVPD.

Results
HOMO-LUMO gap (spin up / spin down), eV: 7.37 / 7.57

The geometry in ORCA input format:
```
! wB97M-V def2-TZVPD RIJCOSX def2/J DEFGRID3
* xyz 0 1
I 2.99149 -0.34338 0.55169
C 0.23488 1.09451 0.69499
H -0.79443 0.95355 0.74463
H -0.27356 -2.09367 -1.89221
C -0.10077 -2.93636 -0.11082
I 1.86928 -3.93468 0.09304
C 0.97922 0.01348 0.66342
O -0.57186 -2.86735 -1.43099
I -1.65107 -3.57270 1.12484
H 0.60952 2.04982 0.71773
*
```

--- B ---
Here is a molecular structure, C3H3I3O from OMol25. Energies are from ωB97M-V/def2-TZVPD.

Results
HOMO-LUMO gap, eV: 8.60

The geometry in ORCA input format:
```
! wB97M-V def2-TZVPD RIJCOSX def2/J DEFGRID3
* xyz 0 1
I -1.24706 2.30824 -0.92567
O -1.68626 -0.68235 -0.10701
H 0.69993 -1.72402 -0.85922
I 1.92584 1.50320 1.25266
C -0.86576 0.37131 0.21804
H -1.15013 0.67593 1.23658
H -2.59845 -0.22414 -0.05081
C 0.61408 0.16279 0.12470
I 3.13113 -1.43541 -0.56716
C 1.17667 -0.95556 -0.32210
*
```

Each structure's energy above the most stable one, in kcal/mol: A 87.3; B 0.0.

--- A ---
Here is a single C2H6NO2P molecule from OMol25. Energies are from ωB97M-V/def2-TZVPD.

Results
HOMO-LUMO gap, eV: 10.45

The geometry in ORCA input format:
```
! wB97M-V def2-TZVPD RIJCOSX def2/J DEFGRID3
* xyz 0 1
H 1.65483 -1.09722 0.48039
C -0.89380 -0.39954 0.57548
H 0.17029 1.91730 0.72811
H -2.32240 0.33400 -0.77543
H -2.93387 -1.03338 0.28505
N -2.11634 -0.34688 -0.00772
H 2.33926 -0.29239 -1.02219
O -0.47816 -1.26548 1.27283
O -0.15595 1.08585 -1.62039
H 2.58165 0.43445 0.41708
P 0.26930 0.80516 -0.25772
C 1.88520 -0.14187 -0.07549
*
```

--- B ---
Here is 2 unconnected molecules or ions with the total composition C2H6NO2P from OMol25. Energies are from ωB97M-V/def2-TZVPD.

Results
HOMO-LUMO gap, eV: 9.65

The geometry in ORCA input format:
```
! wB97M-V def2-TZVPD RIJCOSX def2/J DEFGRID3
* xyz 0 1
H -0.40431 2.03168 -0.79146
N 4.35011 -0.69109 0.72039
H 0.86696 -0.33601 -0.44671
P -0.33630 -0.18210 0.17314
C -0.35101 1.62388 0.25362
C 4.88925 -0.67522 -0.36395
H 0.39571 -1.40928 1.87457
O 5.29988 -0.73813 -1.42850
H 4.45381 -0.17343 1.56140
H 0.32791 2.16954 0.87071
O 0.42724 -0.52276 1.62712
H -1.36434 1.97576 0.80218
*
```

--- C ---
Here is 2 unconnected molecules or ions with the total composition C2H6NO2P from OMol25. Energies are from ωB97M-V/def2-TZVPD.

Results
HOMO-LUMO gap (spin up / spin down), eV: 8.90 / 5.90

The geometry in ORCA input format:
```
! wB97M-V def2-TZVPD RIJCOSX def2/J DEFGRID3
* xyz 0 1
O 0.99436 0.46744 -0.09565
N -2.65442 -0.13036 0.34415
H -1.57912 1.59222 -0.00071
H 3.63225 1.19958 0.74200
H 3.19418 0.59635 -0.95171
C -1.41801 0.59585 0.17379
P 3.37518 -0.01691 0.18217
C -0.16055 -0.01306 0.08053
O -0.14246 -1.36372 -0.01401
H -2.46528 -1.19969 0.33104
H 0.50294 -1.87028 -0.48215
H -3.27907 0.14259 -0.30945
*
```

--- D ---
Here is a molecular structure, C2H6NO2P from OMol25. Energies are from ωB97M-V/def2-TZVPD.

Results
HOMO-LUMO gap, eV: 9.19

The geometry in ORCA input format:
```
! wB97M-V def2-TZVPD RIJCOSX def2/J DEFGRID3
* xyz 0 1
N 1.12413 -0.89216 0.42089
O -0.51113 0.13178 2.23993
C -0.11949 -0.46241 -0.04504
H -0.32142 2.38398 0.16692
P -0.13184 1.64371 -1.02850
H 1.52268 -1.78357 -0.00703
C -1.06495 0.03858 1.06702
O -2.22351 0.31191 0.87739
H 1.78161 -0.28179 0.60911
H 1.29778 1.75972 -0.85045
H -0.45600 -1.27021 -0.76437
H 0.38702 -0.29892 2.06421
*
```

Each structure's energy above the most stable one, in kcal/mol: A 0.0; B 18.8; C 97.0; D 47.2.

--- A ---
Here is 2 unconnected molecules or ions with the total composition CH3NOS2 from OMol25. Energies are from ωB97M-V/def2-TZVPD.

Results
HOMO-LUMO gap (spin up / spin down), eV: 7.82 / 7.53

The geometry in ORCA input format:
```
! wB97M-V def2-TZVPD RIJCOSX def2/J DEFGRID3
* xyz 0 1
O -1.66767 -1.60227 1.79325
H 1.81750 1.12026 -0.35242
N -0.25854 0.26236 0.72070
S -1.34317 -1.03873 0.49596
S -1.75597 1.03794 0.41426
H 1.31609 -0.62035 -0.59320
C 1.26534 0.37112 -0.82297
H 0.62641 0.46968 -1.65557
*
```

--- B ---
Here is 2 unconnected molecules or ions with the total composition CH3NOS2 from OMol25. Energies are from ωB97M-V/def2-TZVPD.

Results
HOMO-LUMO gap (spin up / spin down), eV: 7.86 / 6.53

The geometry in ORCA input format:
```
! wB97M-V def2-TZVPD RIJCOSX def2/J DEFGRID3
* xyz 0 1
O -1.20376 -0.48520 0.89660
H 1.43805 1.05366 -0.03799
H 0.71353 -0.11493 0.99724
S -0.59266 0.48406 -1.51436
H -2.79961 -0.22495 -0.47751
S 2.77072 -0.68776 0.05130
N 1.34450 0.11355 0.26512
C -1.67077 -0.13842 -0.18040
*
```

Each structure's energy above the most stable one, in kcal/mol: A 41.6; B 0.0.

--- A ---
Here is a molecular structure, CH3ClN2O2 from OMol25. Energies are from ωB97M-V/def2-TZVPD.

Results
HOMO-LUMO gap, eV: 9.34

The geometry in ORCA input format:
```
! wB97M-V def2-TZVPD RIJCOSX def2/J DEFGRID3
* xyz 0 1
O 0.88106 -1.53727 1.12786
N -0.85373 0.91028 -0.92221
H -1.26732 1.75931 -1.11286
H -1.16406 0.22891 -1.64595
Cl 1.97165 -0.38076 -0.89015
C -0.39600 0.45641 0.21838
O -0.30335 0.75200 1.35797
N 0.57216 -1.19561 -0.07928
H 0.55959 -0.99327 1.94625
*
```

--- B ---
Here is a single CH3ClN2O2 molecule from OMol25. Energies are from ωB97M-V/def2-TZVPD.

Results
HOMO-LUMO gap, eV: 11.20

The geometry in ORCA input format:
```
! wB97M-V def2-TZVPD RIJCOSX def2/J DEFGRID3
* xyz 0 1
N -1.58758 0.22525 0.14873
N -0.72899 -0.21839 -0.80879
O 1.30941 -1.19745 0.62229
C 1.45001 -0.14657 0.05685
Cl 3.02395 0.70770 0.05355
H -1.39453 0.30994 1.23015
H -0.37075 -1.13183 -0.49305
H -2.24774 0.96021 -0.03877
O 0.54623 0.49114 -0.77096
*
```

Each structure's energy above the most stable one, in kcal/mol: A 29.1; B 0.0.

--- A ---
Here is 2 unconnected molecules or ions with the total composition CH3ClN2O2 from OMol25. Energies are from ωB97M-V/def2-TZVPD.

Results
HOMO-LUMO gap (spin up / spin down), eV: 8.16 / 8.00

The geometry in ORCA input format:
```
! wB97M-V def2-TZVPD RIJCOSX def2/J DEFGRID3
* xyz 0 1
N -0.31791 -1.22645 0.41733
C -0.17999 0.97217 -0.49892
H 0.26959 1.83332 -0.10793
H -1.18765 0.82941 -0.11622
H -0.24061 1.05057 -1.57064
N 0.38960 -0.29188 -0.21879
Cl 2.56954 -0.04138 0.82690
O 0.21957 -2.05633 1.07654
O -1.52214 -1.06943 0.19174
*
```

--- B ---
Here is a single CH3ClN2O2 molecule from OMol25. Energies are from ωB97M-V/def2-TZVPD.

Results
HOMO-LUMO gap (spin up / spin down), eV: 6.60 / 6.56

The geometry in ORCA input format:
```
! wB97M-V def2-TZVPD RIJCOSX def2/J DEFGRID3
* xyz 0 1
O -1.27917 0.13210 0.62534
N -0.18500 0.76071 0.40270
H 0.20224 -0.93253 -2.02232
O -0.00326 1.43859 -0.68967
H 1.80763 0.83424 0.84923
Cl -1.67416 -0.98453 -1.05581
C 0.81737 0.51802 1.23715
H 0.68730 -0.11389 2.07733
N -0.37295 -1.65269 -1.42396
*
```

--- C ---
Here is a single CH3ClN2O2 molecule from OMol25. Energies are from ωB97M-V/def2-TZVPD.

Results
HOMO-LUMO gap, eV: 10.21

The geometry in ORCA input format:
```
! wB97M-V def2-TZVPD RIJCOSX def2/J DEFGRID3
* xyz 0 1
H 0.24280 0.75505 0.32110
H 0.19393 -0.65274 -0.98452
H 0.22908 -0.92956 0.71893
C -0.12008 -0.17224 0.05570
Cl -2.34841 -1.59574 0.33861
N -1.56758 -0.06056 0.00883
O -1.80253 2.11305 -0.51073
N -2.28755 1.05892 -0.29728
O -3.48136 0.82581 -0.14196
*
```

Each structure's energy above the most stable one, in kcal/mol: A 36.4; B 73.3; C 0.0.